1.
{"formula": "C38H34FN4O6Sn", "method": "ωB97M-V/def2-TZVPD", "de_lowest_kcal_mol": 0.0, "e_homo_ev": -10.60, "charge": 1, "total_energy_ha": -2453.0248, "lumo_energy_ev": -4.6, "homo_lumo_gap_ev": 6.01, "species": ["Sn", "O", "C", "O", "C", "C", "C", "C", "C", "N", "C", "O", "O", "H", "H", "H", "O", "C", "O", "C", "C", "C", "C", "C", "C", "N", "C", "C", "C", "C", "C", "C", "N", "H", "H", "H", "H", "H", "H", "H", "H", "H", "H", "C", "C", "C", "C", "C", "C", "C", "C", "C", "C", "C", "C", "N", "C", "C", "C", "C", "C", "C", "F", "H", "H", "H", "H", "H", "H", "H", "H", "H", "H", "H", "H", "H", "H", "H", "H", "H", "H", "H", "H", "H"], "xyz": [[0.86, 0.10, -0.33], [2.46, 0.41, 3.44], [1.80, 0.49, 2.44], [2.11, -0.10, 1.29], [0.55, 1.33, 2.38], [0.08, 2.17, 3.37], [-1.06, 2.92, 3.09], [-1.69, 2.83, 1.85], [-1.14, 1.98, 0.91], [-0.07, 1.26, 1.22], [-1.56, 1.82, -0.55], [-2.58, 2.33, -0.96], [-0.70, 1.13, -1.26], [0.60, 2.24, 4.32], [-1.45, 3.60, 3.83], [-2.57, 3.41, 1.59], [1.74, 7.60, 2.38], [1.95, 6.33, 2.78], [2.08, 6.06, 3.94], [2.00, 5.27, 1.72], [1.23, 5.34, 0.56], [1.22, 4.28, -0.33], [2.00, 3.16, -0.06], [2.80, 3.09, 1.08], [2.79, 4.15, 1.97], [1.94, 2.03, -0.92], [2.18, 2.15, -2.16], [2.02, 0.99, -3.05], [2.34, 1.04, -4.38], [2.18, -0.12, -5.14], [1.72, -1.26, -4.52], [1.41, -1.23, -3.16], [1.56, -0.11, -2.45], [1.79, 7.68, 1.43], [0.59, 6.19, 0.37], [0.57, 4.29, -1.19], [3.42, 2.22, 1.26], [3.37, 4.11, 2.88], [2.51, 3.10, -2.58], [2.70, 1.96, -4.83], [2.42, -0.12, -6.19], [1.58, -2.19, -5.06], [1.02, -2.09, -2.64], [-1.36, -0.85, 3.51], [-0.99, -1.89, 2.44], [-0.97, -3.28, 3.10], [-1.94, -1.81, 1.26], [-3.31, -1.85, 1.53], [-4.25, -1.73, 0.52], [-3.82, -1.57, -0.79], [-2.47, -1.56, -1.11], [-2.04, -1.48, -2.56], [-3.00, -0.67, -3.44], [-1.83, -2.88, -3.13], [-1.53, -1.68, -0.07], [-0.12, -1.71, -0.42], [0.56, -2.92, -0.20], [-0.07, -4.15, 0.00], [0.67, -5.32, 0.14], [2.05, -5.30, 0.07], [2.70, -4.10, -0.16], [1.94, -2.97, -0.31], [2.58, -1.78, -0.60], [-0.53, -0.69, 4.19], [-2.21, -1.21, 4.10], [-1.66, 0.10, 3.07], [0.03, -1.69, 2.09], [-1.98, -3.58, 3.36], [-0.38, -3.24, 4.02], [-0.54, -4.04, 2.45], [-3.64, -1.98, 2.55], [-5.30, -1.75, 0.75], [-4.56, -1.45, -1.57], [-1.09, -0.95, -2.59], [-3.94, -1.21, -3.62], [-2.55, -0.49, -4.41], [-3.24, 0.29, -2.98], [-2.76, -3.45, -3.10], [-1.09, -3.44, -2.54], [-1.50, -2.84, -4.17], [-1.15, -4.19, 0.05], [0.14, -6.25, 0.30], [2.62, -6.21, 0.19], [3.78, -4.03, -0.23]]}

---

2.
{"formula": "C38H34N2O27S", "method": "ωB97M-V/def2-TZVPD", "e_homo_ev": -9.40, "smiles": "CCN(CC[C@H]1OS(=O)(=O)O[C@H]1ON=O)C(C)=O.O=C1C=C(O)C(=O)C=C1O.O=C1C=C(O)C(=O)C=C1O.O=C1C=C(O)C(=O)C=C1O.O=C1C=C(O)C(=O)C=C1O.O=C1C=C(O)C(=O)C=C1O", "total_energy_ha": -4007.4402, "lumo_energy_ev": -1.7, "homo_lumo_gap_ev": 7.68, "species": ["C", "C", "N", "C", "C", "C", "O", "S", "O", "O", "O", "C", "O", "N", "O", "C", "C", "O", "H", "H", "H", "H", "H", "H", "H", "H", "H", "H", "H", "H", "H", "H", "C", "C", "C", "O", "C", "C", "C", "O", "O", "O", "H", "H", "H", "H", "C", "C", "C", "O", "C", "C", "C", "O", "O", "O", "H", "H", "H", "H", "C", "C", "C", "O", "C", "C", "C", "O", "O", "O", "H", "H", "H", "H", "C", "C", "C", "O", "C", "C", "C", "O", "O", "O", "H", "H", "H", "H", "C", "C", "C", "O", "C", "C", "C", "O", "O", "O", "H", "H", "H", "H"], "xyz": [[1.96, 1.07, -1.83], [2.81, 1.08, -3.15], [2.21, 2.06, -4.08], [1.34, 1.46, -5.10], [0.07, 2.36, -5.22], [-0.96, 1.99, -4.15], [-1.18, 2.97, -3.11], [-2.66, 2.91, -2.51], [-2.76, 2.38, -1.20], [-3.24, 4.19, -2.74], [-3.29, 1.88, -3.61], [-2.38, 1.67, -4.68], [-2.77, 2.31, -5.86], [-2.75, 3.73, -5.72], [-2.80, 4.21, -6.78], [3.19, 2.95, -4.64], [3.29, 4.32, -3.95], [3.90, 2.69, -5.58], [1.46, 2.05, -1.78], [1.16, 0.33, -1.93], [2.58, 0.95, -0.94], [3.81, 1.40, -2.85], [2.82, 0.07, -3.58], [1.01, 0.47, -4.76], [1.80, 1.44, -6.10], [0.42, 3.37, -4.96], [-0.33, 2.39, -6.24], [-0.58, 1.14, -3.57], [-2.35, 0.59, -4.83], [3.51, 5.12, -4.65], [2.30, 4.52, -3.51], [4.00, 4.23, -3.12], [-7.46, 0.10, 0.00], [-8.49, 0.83, -0.45], [-8.40, 1.64, -1.71], [-9.38, 2.26, -2.07], [-7.14, 1.63, -2.43], [-6.10, 0.91, -1.99], [-6.21, 0.08, -0.74], [-5.23, -0.57, -0.40], [-4.93, 0.88, -2.62], [-9.65, 0.88, 0.20], [-7.51, -0.49, 0.91], [-7.08, 2.23, -3.33], [-4.37, 0.28, -2.08], [-10.22, 1.47, -0.33], [6.18, 1.31, 1.12], [6.77, 0.90, 2.26], [6.00, 0.82, 3.54], [6.56, 0.43, 4.55], [4.60, 1.23, 3.53], [4.02, 1.63, 2.39], [4.78, 1.69, 1.10], [4.20, 2.05, 0.10], [2.74, 2.01, 2.34], [8.05, 0.55, 2.30], [6.73, 1.37, 0.19], [4.06, 1.18, 4.46], [2.57, 2.26, 1.41], [8.23, 0.30, 3.22], [6.28, 6.45, 6.16], [6.26, 5.99, 4.90], [6.51, 4.55, 4.59], [6.47, 4.18, 3.43], [6.80, 3.65, 5.69], [6.83, 4.10, 6.95], [6.55, 5.54, 7.27], [6.57, 5.90, 8.43], [7.09, 3.31, 7.99], [6.02, 6.79, 3.86], [6.10, 7.49, 6.40], [7.00, 2.61, 5.44], [7.04, 3.88, 8.78], [6.06, 6.21, 3.07], [-4.56, -4.54, 2.35], [-4.47, -3.58, 1.43], [-3.19, -2.82, 1.20], [-3.16, -1.97, 0.33], [-2.05, -3.14, 2.05], [-2.15, -4.09, 2.98], [-3.41, -4.87, 3.18], [-3.43, -5.75, 4.03], [-1.13, -4.41, 3.78], [-5.49, -3.24, 0.65], [-5.48, -5.10, 2.52], [-1.14, -2.57, 1.90], [-1.46, -5.13, 4.36], [-5.17, -2.51, 0.08], [-2.03, -9.26, -1.43], [-1.57, -8.04, -1.12], [-1.95, -7.35, 0.16], [-1.49, -6.25, 0.38], [-2.86, -8.04, 1.06], [-3.32, -9.26, 0.76], [-2.92, -9.96, -0.51], [-3.35, -11.08, -0.72], [-4.15, -9.93, 1.56], [-0.76, -7.36, -1.93], [-1.76, -9.77, -2.34], [-3.14, -7.53, 1.98], [-4.32, -10.78, 1.11], [-0.58, -6.52, -1.48]]}

---

3.
{"formula": "C38H34N7O7PTaTe", "method": "ωB97M-V/def2-TZVPD", "de_lowest_kcal_mol": 11.2, "e_homo_ev": -10.06, "charge": 1, "total_energy_ha": -3044.8819, "lumo_energy_ev": -3.2, "homo_lumo_gap_ev": 6.87, "species": ["Ta", "O", "C", "N", "C", "C", "C", "C", "C", "C", "N", "C", "O", "C", "C", "C", "C", "C", "N", "C", "C", "C", "C", "C", "N", "H", "H", "H", "H", "H", "H", "H", "H", "H", "H", "H", "H", "C", "O", "C", "C", "C", "C", "C", "C", "N", "N", "C", "C", "C", "C", "O", "C", "N", "C", "C", "C", "C", "H", "H", "H", "H", "H", "H", "H", "H", "H", "H", "H", "H", "C", "C", "O", "P", "O", "Te", "O", "C", "C", "H", "H", "H", "H", "H", "H", "H", "H", "H", "H"], "xyz": [[-0.23, 0.10, 1.54], [1.47, 0.12, 5.36], [1.38, -0.03, 4.16], [0.63, 0.75, 3.30], [-0.11, 1.79, 3.93], [0.43, 2.77, 4.75], [-0.43, 3.72, 5.29], [-1.79, 3.66, 5.02], [-2.33, 2.68, 4.21], [-1.47, 1.73, 3.67], [-1.80, 0.70, 2.75], [-3.08, 0.21, 2.71], [-3.90, 0.30, 3.59], [-3.42, -0.35, 1.37], [-4.71, -0.76, 1.11], [-5.06, -1.04, -0.20], [-4.11, -0.86, -1.19], [-2.82, -0.47, -0.82], [-2.46, -0.26, 0.45], [2.13, -1.11, 3.47], [3.05, -1.86, 4.18], [3.82, -2.78, 3.49], [3.65, -2.88, 2.12], [2.68, -2.11, 1.50], [1.91, -1.23, 2.16], [1.49, 2.79, 4.95], [-0.03, 4.49, 5.93], [-2.45, 4.41, 5.45], [-3.39, 2.63, 4.02], [-5.42, -0.80, 1.93], [-6.06, -1.36, -0.45], [-4.33, -1.00, -2.23], [-2.07, -0.34, -1.58], [3.14, -1.69, 5.24], [4.56, -3.38, 4.01], [4.25, -3.55, 1.52], [2.53, -2.18, 0.44], [-1.05, 0.76, -7.32], [-0.96, 2.17, -7.30], [-0.06, 2.74, -6.45], [0.76, 2.02, -5.58], [1.63, 2.70, -4.75], [1.71, 4.08, -4.79], [0.93, 4.79, -5.70], [0.03, 4.13, -6.50], [2.68, 4.82, -4.03], [2.80, 4.67, -2.81], [1.89, 3.86, -2.04], [0.55, 4.12, -1.98], [-0.29, 3.43, -1.09], [0.24, 2.47, -0.28], [-0.46, 1.76, 0.63], [1.62, 2.17, -0.33], [2.04, 1.19, 0.51], [3.33, 0.96, 0.56], [4.27, 1.64, -0.23], [3.85, 2.60, -1.11], [2.47, 2.89, -1.18], [-1.80, 0.52, -8.07], [-1.35, 0.36, -6.35], [-0.09, 0.31, -7.62], [0.73, 0.94, -5.55], [2.28, 2.14, -4.08], [1.04, 5.87, -5.77], [-0.60, 4.66, -7.20], [0.13, 4.89, -2.62], [-1.35, 3.66, -1.03], [3.67, 0.21, 1.26], [5.32, 1.40, -0.13], [4.54, 3.14, -1.73], [-3.00, -5.62, 0.37], [-2.72, -4.35, 1.11], [-1.92, -3.46, 0.26], [-0.57, -2.85, 0.75], [-0.75, -1.91, 1.95], [0.38, -1.46, -0.93], [0.33, -4.03, 1.27], [0.84, -5.03, 0.35], [1.07, -6.31, 1.12], [-3.68, -6.24, 0.95], [-2.09, -6.19, 0.19], [-3.47, -5.41, -0.60], [-2.19, -4.53, 2.05], [-3.64, -3.80, 1.34], [1.77, -4.64, -0.07], [0.13, -5.17, -0.47], [1.75, -6.13, 1.95], [1.50, -7.06, 0.46], [0.13, -6.69, 1.52]]}

---

4.
{"formula": "C38H35BN9O3S2Ta", "method": "ωB97M-V/def2-TZVPD", "de_lowest_kcal_mol": 34.4, "e_homo_ev": -12.92, "charge": 2, "total_energy_ha": -3065.6043, "lumo_energy_ev": -6.3, "homo_lumo_gap_ev": 6.66, "species": ["Ta", "C", "C", "C", "C", "N", "C", "C", "C", "C", "C", "C", "N", "C", "C", "C", "C", "C", "N", "H", "H", "H", "H", "H", "H", "H", "H", "H", "H", "H", "C", "O", "C", "C", "C", "C", "C", "C", "N", "N", "C", "O", "C", "C", "C", "C", "C", "C", "C", "O", "H", "H", "H", "H", "H", "H", "H", "H", "H", "H", "H", "H", "C", "N", "C", "C", "N", "B", "N", "C", "C", "N", "C", "C", "S", "C", "S", "H", "H", "H", "H", "H", "H", "H", "H", "H", "H", "H", "H"], "xyz": [[-0.02, -0.18, 0.39], [-3.95, 1.62, 2.42], [-4.73, 0.52, 2.72], [-4.16, -0.74, 2.65], [-2.83, -0.87, 2.28], [-2.09, 0.20, 1.95], [-2.64, 1.41, 2.03], [-2.13, -2.17, 2.26], [-2.66, -3.26, 2.94], [-1.96, -4.45, 2.96], [-0.74, -4.52, 2.31], [-0.26, -3.39, 1.65], [-0.95, -2.24, 1.63], [1.08, -3.41, 1.04], [1.75, -4.60, 0.77], [3.06, -4.54, 0.31], [3.67, -3.31, 0.17], [2.92, -2.18, 0.44], [1.65, -2.22, 0.84], [-4.34, 2.62, 2.48], [-5.77, 0.63, 3.01], [-4.76, -1.62, 2.87], [-2.01, 2.25, 1.78], [-3.59, -3.18, 3.48], [-2.35, -5.31, 3.49], [-0.16, -5.42, 2.36], [1.26, -5.55, 0.89], [3.60, -5.45, 0.09], [4.69, -3.22, -0.15], [3.36, -1.19, 0.35], [1.29, -1.44, 4.28], [2.31, -0.47, 4.46], [2.21, 0.76, 3.90], [2.92, 1.75, 4.59], [2.85, 3.08, 4.23], [2.04, 3.45, 3.17], [1.37, 2.48, 2.43], [0.53, 2.93, 1.35], [-0.05, 2.16, 0.50], [-0.90, 2.73, -0.41], [-1.62, 1.83, -1.00], [-1.42, 0.55, -0.68], [-2.62, 2.20, -1.98], [-3.46, 1.22, -2.50], [-4.40, 1.55, -3.46], [-4.50, 2.86, -3.91], [-3.67, 3.84, -3.39], [-2.73, 3.52, -2.43], [1.48, 1.11, 2.75], [0.90, 0.20, 1.94], [1.52, -2.24, 4.99], [1.29, -1.83, 3.27], [0.30, -1.02, 4.52], [3.50, 1.43, 5.44], [3.39, 3.82, 4.79], [1.92, 4.49, 2.91], [0.34, 4.00, 1.27], [-3.36, 0.19, -2.16], [-5.05, 0.78, -3.87], [-5.23, 3.11, -4.66], [-3.75, 4.86, -3.74], [-2.07, 4.27, -2.01], [1.35, -4.29, -2.86], [1.46, -2.90, -3.27], [2.24, -2.44, -4.31], [1.95, -1.13, -4.46], [0.98, -0.79, -3.54], [0.10, 0.49, -3.66], [0.86, 1.73, -3.08], [0.76, 2.98, -3.63], [1.48, 3.84, -2.87], [2.03, 3.11, -1.85], [2.94, 3.63, -0.84], [1.62, 1.82, -1.99], [2.10, 0.54, -0.93], [0.71, -1.88, -2.81], [-0.36, -2.06, -1.47], [2.21, -4.84, -3.23], [0.44, -4.73, -3.28], [1.29, -4.35, -1.78], [2.92, -3.08, -4.85], [2.33, -0.41, -5.17], [-0.90, 0.31, -3.05], [-0.09, 0.70, -4.82], [0.18, 3.16, -4.52], [1.66, 4.90, -2.97], [2.51, 4.54, -0.41], [3.89, 3.88, -1.30], [3.10, 2.88, -0.07]]}

---

5.
{"formula": "C38H35F3N3O2PSTc", "method": "ωB97M-V/def2-TZVPD", "e_homo_ev": [-14.01, -13.93], "charge": 2, "total_energy_ha": -2903.3260, "spin_multiplicity": 4, "lumo_energy_ev": [-7.1, -7.8], "homo_lumo_gap_ev": [6.86, 6.14], "species": ["Tc", "C", "C", "C", "C", "C", "C", "C", "C", "C", "H", "H", "H", "H", "H", "H", "H", "H", "H", "H", "H", "H", "F", "C", "F", "F", "C", "C", "C", "C", "N", "C", "S", "H", "H", "H", "C", "N", "C", "C", "C", "O", "N", "C", "O", "H", "H", "H", "H", "H", "C", "C", "C", "C", "C", "C", "P", "C", "C", "C", "C", "C", "C", "C", "C", "C", "C", "C", "C", "H", "H", "H", "H", "H", "H", "H", "H", "H", "H", "H", "H", "H", "H", "H"], "xyz": [[0.49, -0.45, 0.12], [0.14, -3.73, 3.52], [1.07, -3.20, 2.46], [1.13, -3.82, 1.21], [2.03, -3.40, 0.24], [2.18, -4.15, -1.05], [2.87, -2.31, 0.53], [2.82, -1.66, 1.76], [3.80, -0.57, 2.12], [1.90, -2.11, 2.71], [0.55, -4.64, 3.95], [-0.84, -3.97, 3.12], [0.02, -3.01, 4.34], [0.49, -4.67, 1.01], [2.76, -5.07, -0.88], [2.72, -3.57, -1.80], [1.22, -4.46, -1.46], [3.63, -2.02, -0.19], [4.51, -0.95, 2.86], [3.30, 0.29, 2.56], [4.37, -0.24, 1.25], [1.87, -1.63, 3.68], [4.81, 0.27, -2.39], [4.03, 0.24, -3.48], [4.73, -0.29, -4.48], [3.71, 1.50, -3.79], [2.78, -0.57, -3.21], [2.29, -1.47, -4.15], [1.13, -2.19, -3.89], [0.47, -1.99, -2.70], [0.94, -1.10, -1.82], [2.06, -0.40, -2.04], [2.38, 0.66, -0.67], [2.83, -1.61, -5.08], [0.75, -2.91, -4.61], [-0.42, -2.53, -2.42], [-0.82, 1.13, 5.44], [-0.97, 0.41, 4.16], [-2.00, -0.46, 3.99], [-2.19, -1.20, 2.86], [-1.25, -0.99, 1.85], [-1.17, -1.56, 0.69], [-0.26, -0.09, 2.00], [0.00, 0.60, 3.17], [0.97, 1.30, 3.33], [-1.78, 1.54, 5.73], [-0.10, 1.92, 5.29], [-0.45, 0.45, 6.21], [-2.67, -0.54, 4.84], [-3.00, -1.91, 2.76], [-0.26, 3.03, -4.95], [-1.46, 2.41, -4.67], [-1.68, 1.84, -3.43], [-0.68, 1.88, -2.45], [0.52, 2.55, -2.72], [0.73, 3.11, -3.97], [-1.03, 1.30, -0.77], [-2.62, 0.47, -0.75], [-3.53, 0.69, 0.29], [-4.70, -0.06, 0.34], [-4.96, -1.03, -0.61], [-4.05, -1.26, -1.63], [-2.88, -0.52, -1.70], [-1.02, 2.76, 0.27], [0.12, 3.07, 1.01], [0.19, 4.28, 1.68], [-0.86, 5.18, 1.60], [-1.98, 4.88, 0.84], [-2.06, 3.68, 0.16], [-0.09, 3.48, -5.92], [-2.25, 2.38, -5.42], [-2.64, 1.39, -3.22], [1.28, 2.66, -1.97], [1.66, 3.62, -4.17], [-3.33, 1.43, 1.05], [-5.42, 0.13, 1.14], [-5.88, -1.60, -0.56], [-4.25, -2.02, -2.38], [-2.18, -0.70, -2.51], [0.95, 2.38, 1.08], [1.07, 4.52, 2.26], [-0.80, 6.13, 2.12], [-2.79, 5.60, 0.76], [-2.93, 3.48, -0.46]]}